A molecular structure, C19H50BCuN2O11V2 in a non-equilibrium geometry. Source: the Open Molecules 2025 dataset; level of theory: ωB97M-V/def2-TZVPD.

gap between HOMO and LUMO (alpha / beta): 3.001 / 2.803 eV
total charge: +2
2S+1: 3
HOMO energy (alpha / beta): -12.52 / -12.52 eV

Each line ends with the Löwdin spin population.
CARTESIAN COORDINATES (ANGSTROEM)
Cu 0.5703 -0.8100 2.4067  0.000
V 4.1118 -0.0333 0.9916  1.302
V 2.5817 -2.5468 -1.0816  1.311
O 3.8957 2.4516 -2.0529  -0.004
O -6.0993 3.8939 -1.0386  0.000
O 2.3909 -2.7837 -2.6427  -0.304
O -1.7007 0.0471 2.5309  0.000
O 1.2586 -1.2417 -0.0016  0.000
O 2.0043 0.5329 0.8132  -0.006
O 3.9654 -6.4815 -0.2455  0.000
O -0.0868 -2.8597 -1.7850  0.007
O 2.7317 -0.1267 -1.0353  0.011
O 4.9477 1.2890 0.6047  -0.344
O -0.6479 4.0394 2.2203  0.000
N -3.0979 4.5991 1.0007  0.000
N 1.8608 -4.5966 -0.4214  -0.009
C 0.3966 -4.4635 -0.0650  0.004
C 1.7262 -0.0789 -0.2550  0.005
C -0.0309 3.2304 1.2577  0.000
C 1.9727 -5.7189 -1.3789  -0.001
C 1.6356 3.2291 -2.2652  0.000
C 3.0196 3.4946 -1.6236  0.000
C -3.1481 -1.8795 2.3403  0.000
C -0.9522 -2.4048 -2.8060  0.001
C -2.9422 3.3197 1.7147  0.000
C -4.0729 4.5266 -0.0780  0.000
C 5.3832 -6.6527 -0.3045  0.000
C -2.0801 -0.8062 0.3466  0.000
C 3.6152 4.7829 -2.1453  0.000
C 3.4360 -6.1482 -1.5011  0.001
C -7.4994 3.8526 -1.0230  0.000
C -2.7104 -0.5917 1.7091  0.000
C -5.5339 4.1606 0.2025  0.000
C -1.8551 3.5040 2.7626  0.000
C -0.5386 -4.0294 -1.1676  0.000
B 4.3030 0.0685 3.2413  0.015
H 4.2219 0.1299 4.3825  -0.002
H -5.6185 3.3709 0.9629  0.000
H -1.4732 0.0386 0.0103  0.000
H 3.4482 1.6248 -1.8421  0.000
H -0.4260 3.4918 0.2684  0.000
H 5.6245 -7.4280 -1.0347  0.000
H -0.6590 -4.8380 -1.8994  0.000
H 3.9900 -5.3153 -1.9629  0.000
H -0.1897 2.1423 1.3421  0.000
H -7.9049 3.1788 -0.2599  0.000
H 5.6895 -7.0248 0.6698  0.000
H -3.8368 -2.4520 1.7173  0.000
H 2.3280 -4.9032 0.4363  0.001
H 3.6939 0.8870 2.7607  -0.002
H -0.0077 -5.2748 0.5393  0.000
H -0.5265 -1.4969 -3.2318  0.000
H 5.8650 -5.6993 -0.5309  0.000
H -3.5496 0.1089 1.6878  0.000
H 3.5259 -6.9963 -2.1842  0.000
H -1.5176 -3.8332 -0.7164  0.000
H -2.3011 -2.5393 2.5562  0.000
H -3.6292 3.9314 -0.8893  0.000
H -7.9192 4.8626 -1.0368  0.000
H -2.1419 0.4563 3.2869  0.000
H -1.9644 -2.1122 -2.5070  0.000
H -2.8587 -1.0017 -0.3890  0.000
H -1.3456 -1.6210 0.3826  0.000
H -4.1673 5.5439 -0.4696  0.000
H -2.6589 2.4675 1.0769  0.000
H -1.0619 -3.1679 -3.5809  0.000
H 1.2752 2.2433 -1.9507  0.000
H 3.7954 -0.8443 2.8160  0.005
H 1.3769 -6.6037 -1.1466  -0.001
H 0.3790 -3.6266 0.6517  0.000
H -2.1804 4.0962 3.6150  0.000
H 1.7060 3.1713 -3.3530  0.000
H 1.6174 -5.3624 -2.3453  0.000
H 5.3804 0.1681 2.9185  0.008
H 4.6015 4.9483 -1.7116  0.000
H -1.5165 2.5592 3.2147  0.000
H 3.0215 5.6550 -1.8650  0.000
H -7.8892 3.3855 -1.9338  0.000
H 3.6779 4.7469 -3.2319  0.000
H 1.0486 3.3565 1.3451  0.000
H -3.6553 -1.6845 3.2875  0.000
H 0.9654 4.0681 -2.0754  0.000
H -2.1657 4.7473 0.6345  0.000
H -5.9654 5.0516 0.6773  0.000
H -3.8941 3.1188 2.2097  0.000
H 2.9814 3.5064 -0.5270  0.000

---

A molecular structure, C19H50BrN4O12P2S2 in a non-equilibrium geometry. Source: the Open Molecules 2025 dataset; level of theory: ωB97M-V/def2-TZVPD.

gap between HOMO and LUMO: 7.409 eV
total charge: -1
HOMO energy: -5.27 eV

Each line ends with the Löwdin charge.
CARTESIAN COORDINATES (ANGSTROEM)
Br 1.8690 6.1429 -2.3388  0.193
S 4.4409 4.6337 -0.7581  0.204
S 6.7960 3.5993 -0.0864  0.291
P 3.2516 4.3846 -2.5754  0.446
P 8.2206 4.9900 -0.9777  0.785
O -0.7288 -2.2600 1.6016  -0.193
O 7.4685 2.3366 -0.1310  -0.397
O 2.3502 3.1152 -2.1212  -0.434
O 4.9727 5.9545 -0.9287  -0.420
O 7.4993 5.6760 -2.2725  -0.364
O 6.5769 4.1000 1.2274  -0.376
O 0.7696 -2.3243 -3.8239  -0.172
O -3.2353 -0.0533 4.0675  -0.183
O -1.5510 -2.1042 -7.7555  -0.193
O -0.5051 0.9480 -1.6312  -0.187
O -3.5211 0.7485 8.5551  -0.193
O 3.5592 4.4887 0.3591  -0.367
N -5.3971 0.1175 6.3311  -0.051
N 0.9061 0.1673 1.0620  -0.041
N 5.4756 3.4609 -0.9851  -0.390
N 0.4108 -3.9473 -6.4812  -0.051
C -0.2032 -1.3823 2.5939  -0.211
C -0.6122 -1.4138 -8.5557  -0.116
C -1.0117 -4.1950 -6.6626  -0.221
C 0.8974 1.4425 0.3448  -0.185
C -4.1824 -1.0450 4.4013  -0.229
C -3.7342 2.1460 8.5427  -0.115
C 0.2094 -3.1816 1.0865  -0.120
C -1.2055 -0.2547 -1.3907  -0.108
C -0.3251 1.7813 -0.4938  -0.217
C -4.7044 -0.0275 8.6758  -0.223
C -5.4684 -0.5005 5.0103  -0.201
C -2.3752 0.3551 5.1143  -0.097
C -4.9936 -0.7846 7.3998  -0.220
C -0.1241 0.0353 2.0786  -0.223
C -0.0772 -1.4062 -4.4910  -0.096
C 0.9404 -4.3696 -5.1880  -0.201
C 0.4094 -3.6828 -3.9358  -0.234
C 9.3926 3.8495 -1.7795  -0.304
C -1.5315 -3.5159 -7.9090  -0.223
H 10.4018 4.1868 -1.5966  0.016
H -2.7838 1.2114 5.6596  0.075
H 1.0603 2.2499 1.0637  0.128
H 2.0198 -4.2062 -5.2157  0.120
H -4.4507 -1.5246 3.4564  0.123
H -1.7131 -0.5316 -2.3150  0.073
H 0.7016 -3.7374 1.8909  0.085
H -4.7431 0.8882 6.2892  0.069
H -0.6757 -3.8036 -3.8198  0.111
H -1.1225 0.3009 1.7020  0.108
H 1.8103 2.8724 -2.9042  0.051
H -0.3373 -3.8867 0.4613  0.083
H -5.8591 0.2549 4.3249  0.119
H -1.1747 -5.2737 -6.7500  0.122
H -6.2070 -1.3080 5.0460  0.116
H -1.9570 -0.1395 -0.6050  0.089
H -2.7583 2.6236 8.6007  0.089
H 0.1136 0.7066 2.9097  0.117
H -5.8018 -1.4990 7.5840  0.122
H 0.8690 -4.1811 -3.0776  0.120
H -5.5570 0.5943 8.9640  0.121
H 0.2686 -1.2115 -5.5113  0.075
H 0.9728 -2.6921 0.4722  0.081
H -4.0888 -1.3535 7.1452  0.107
H -0.7038 -1.6996 -9.6080  0.086
H -0.5218 -1.0699 -1.1340  0.076
H -1.4391 0.6752 4.6591  0.073
H -1.2491 1.8179 0.0976  0.111
H -0.0311 -0.4649 -3.9448  0.077
H 9.1689 3.8390 -2.8396  0.033
H 1.7600 1.4424 -0.3201  0.109
H -1.1153 -1.7497 -4.5107  0.089
H -0.8272 -0.3511 -8.4643  0.089
H 0.5872 -2.9573 -6.5914  0.070
H 0.4173 -1.5894 -8.2253  0.080
H -4.5318 -0.7525 9.4768  0.120
H -0.8977 -1.4061 3.4385  0.103
H -4.3299 2.4627 9.4040  0.086
H 7.5719 6.6372 -2.1442  0.044
H -2.1625 -0.4592 5.8122  0.093
H -1.6099 -3.8285 -5.8168  0.107
H 0.7858 -5.4491 -5.0873  0.116
H -2.5655 -3.8346 -8.0714  0.120
H 0.7720 -1.7274 2.9496  0.125
H -0.9481 -3.8097 -8.7866  0.121
H -0.1681 2.7882 -0.8856  0.114
H 0.7969 -0.5796 0.3889  0.069
H -3.7206 -1.8229 5.0224  0.112
H -4.2294 2.4779 7.6235  0.080
H 9.2744 2.8457 -1.3963  0.013

---

| no. | M (g/mol) | energy (eV) |
| --- | --- | --- |
| 1 | 658.86 | -142683.952 |
| 2 | 732.61 | -161332.812 |